1.
The following is a quantum chemistry calculation of C25H40AsBrF6N8O4SSi2Ta as an isolated structure, from OMol25.

Properties
Kohn-Sham gap (alpha / beta) = 7.1501 / 6.3311 eV
expectation value of S² = 0.7614
spin multiplicity = 2
energy relative to the best compared isomer or geometry (same formula, charge and spin) = 34.1 kcal per mole
HOMO (alpha / beta) = -0.2965 / -0.3184 hartree

Geometry (Å):
Ta: -0.16237 -0.06364 0.16896
C: -3.81907 0.42531 3.07442
Si: -3.24551 1.12902 1.43610
C: -4.11761 0.17600 0.10928
C: -3.73733 2.90969 1.15029
N: -1.41182 1.05997 1.42708
C: -0.80088 1.90724 2.27166
C: -1.45070 2.73863 3.23057
C: -0.73556 3.55163 4.04669
C: 0.68515 3.58227 3.98338
C: 1.35055 2.80891 3.09409
C: 0.64117 1.96218 2.18415
N: 1.19232 1.19741 1.24461
Si: 3.02359 1.27586 1.09084
C: 3.81804 0.18818 -0.20454
C: 3.56231 3.00520 0.64390
C: 3.73189 0.75498 2.75298
H: -4.80325 -0.02669 2.93142
H: -3.90530 1.14767 3.88487
H: -3.13902 -0.36385 3.40411
H: -5.09778 0.65349 0.00634
H: -4.29797 -0.86908 0.35330
H: -3.63693 0.20516 -0.86017
H: -4.82857 2.95470 1.10206
H: -3.34694 3.22644 0.18131
H: -3.39876 3.63600 1.88637
H: -2.52174 2.71774 3.32353
H: -1.24889 4.17497 4.76670
H: 1.23455 4.22402 4.65905
H: 2.42635 2.83360 3.07864
H: 3.70382 0.59809 -1.20622
H: 3.47630 -0.84323 -0.19596
H: 4.88586 0.17901 0.03402
H: 3.45274 3.17220 -0.42803
H: 4.62716 3.08938 0.88134
H: 3.03461 3.80828 1.15569
H: 2.97760 0.32375 3.41154
H: 4.18151 1.59926 3.27910
H: 4.51788 0.01060 2.60546
C: -1.26156 -1.69112 0.99913
H: -2.32907 -1.55097 0.89180
H: -1.02596 -1.81016 2.05385
H: -0.99346 -2.59814 0.45400
N: 2.16863 1.83092 -3.30017
C: 1.58656 2.06513 -2.08984
O: 1.27851 1.05462 -1.39212
C: 1.36550 3.40815 -1.71554
C: 1.69870 4.43564 -2.63583
N: 1.96885 5.21070 -3.44741
C: 0.85059 3.78378 -0.45610
N: 0.38580 4.12643 0.54414
H: 2.51171 0.90278 -3.47525
H: 2.56398 2.59016 -3.83074
C: -2.14174 3.39948 -2.46508
S: -1.38649 1.78031 -2.54501
C: -2.72079 0.93821 -3.35893
O: -1.37779 1.33066 -1.06450
H: -1.79349 3.96795 -3.32719
H: -1.80023 3.87396 -1.54861
H: -3.22597 3.30853 -2.47139
H: -2.89637 1.48730 -4.28570
H: -3.60714 0.94999 -2.72647
H: -2.41531 -0.07531 -3.58526
Br: 3.82321 -4.42617 5.92558
C: 3.63120 -3.85279 4.13939
C: 4.49300 -4.34121 3.16500
N: 4.40824 -3.98700 1.88821
C: 3.45293 -3.12657 1.54722
C: 2.56039 -2.57495 2.45579
C: 2.64851 -2.95084 3.79008
C: 1.52535 -1.57407 2.06109
O: 0.87030 -0.98875 2.90412
O: 1.37643 -1.37532 0.76997
H: 5.27426 -5.04360 3.43024
H: 3.39228 -2.86818 0.49785
H: 1.96456 -2.53408 4.51642
F: -1.75410 -1.13490 -1.55226
As: -2.55649 -2.65043 -2.28383
F: -2.08209 -2.05524 -3.82776
F: -4.01293 -1.72178 -2.41747
F: -3.26148 -4.03962 -2.98539
F: -3.03718 -3.13064 -0.70282
F: -1.03401 -3.44722 -2.05997
N: 0.58638 -1.22751 -2.97135
N: 0.85980 -1.43106 -1.58848
H: 1.20534 -1.78400 -3.54853
H: 0.71490 -0.24486 -3.17211
H: 1.84822 -1.31963 -1.38745
H: 0.57853 -2.38144 -1.35960

Force components x, y, z for each atom (eV/Å):
0.98 0.91 -1.02
-0.01 0.00 0.02
0.19 -0.05 0.12
-0.01 -0.10 -0.12
-0.05 0.12 -0.05
-0.18 -0.04 0.28
-0.03 0.00 0.16
0.05 -0.13 0.05
0.09 0.04 0.03
-0.03 -0.01 0.01
-0.04 -0.08 0.00
0.16 -0.14 0.22
-0.06 -0.02 0.16
-0.19 -0.04 0.01
-0.01 -0.05 -0.05
0.12 0.08 0.03
0.02 -0.07 0.05
0.00 -0.01 0.00
0.03 0.03 0.01
-0.01 0.00 -0.02
-0.01 -0.01 0.04
0.04 -0.06 0.01
0.04 -0.05 0.02
0.00 0.02 -0.03
-0.03 0.01 -0.04
-0.08 -0.02 -0.15
0.09 -0.06 0.12
0.00 -0.01 0.01
0.00 0.00 0.00
0.02 0.04 -0.02
0.03 -0.01 0.00
0.05 0.01 0.03
0.01 0.01 -0.01
0.10 0.00 0.09
0.02 -0.03 0.02
0.02 -0.04 0.01
-0.01 0.01 0.01
0.04 0.00 -0.03
-0.01 -0.02 0.00
0.09 0.05 0.12
-0.20 -0.02 -0.04
-0.04 0.01 0.03
-0.04 -0.03 0.06
0.02 -0.03 -0.02
0.10 0.19 0.10
-0.03 -0.08 0.01
-0.14 0.09 -0.21
-0.05 -0.05 0.01
0.03 0.00 0.00
-0.47 -0.03 -0.13
-0.03 0.19 -0.24
0.02 0.01 0.00
0.00 0.01 0.01
0.04 0.07 0.05
0.15 -0.08 0.15
-0.09 -0.01 -0.06
0.20 -0.33 -0.13
-0.02 0.00 0.01
0.14 0.03 0.03
0.00 0.00 0.06
0.00 0.04 0.01
0.01 0.01 -0.08
0.02 0.00 -0.02
0.00 -0.01 0.02
-0.01 0.01 -0.02
0.02 -0.02 -0.02
-0.03 0.01 0.02
-0.02 -0.07 -0.03
0.04 -0.01 -0.11
0.06 0.02 0.01
-0.09 0.01 0.15
0.06 -0.12 0.09
-0.28 0.28 0.32
0.00 0.00 0.00
0.00 -0.01 0.00
-0.01 0.01 -0.01
-0.47 -0.59 -0.14
-0.18 0.31 0.26
0.14 -0.09 -0.15
0.08 0.03 0.00
0.01 -0.03 -0.01
-0.02 0.00 -0.03
0.06 -0.08 -0.01
-0.06 0.11 -0.04
-0.35 0.05 -0.05
0.02 0.00 0.00
0.05 -0.01 0.03
-0.01 -0.06 0.12
-0.04 0.00 -0.09

=====

2.
The following is a quantum chemistry calculation of a single C4H8O2 molecule, from OMol25.

Properties
Kohn-Sham gap = 9.8874 eV
spin multiplicity = 1
energy relative to the best compared isomer or geometry (same formula, charge and spin) = 37.1 kcal per mole
HOMO = -0.3303 hartree
SMILES = C=C(C)OCO

Geometry (Å):
C: -0.63109 1.72379 -0.80596
C: 0.14848 0.64446 -0.11380
O: -0.31712 -0.59280 -0.46111
C: 1.16225 0.88000 0.72186
C: -0.03779 -1.67653 0.40960
O: -0.21471 -2.86105 -0.28035
H: -1.69856 1.61949 -0.58339
H: -0.29598 2.71002 -0.47559
H: -0.51278 1.65615 -1.89301
H: 1.73700 0.09735 1.20218
H: 1.46390 1.90105 0.92262
H: -0.70754 -1.58093 1.28099
H: 1.00031 -1.67610 0.74840
H: -1.09637 -2.84492 -0.67245

Force components x, y, z for each atom (eV/Å):
0.00 0.02 -0.01
0.11 0.21 0.11
0.01 0.07 -0.01
-0.03 -0.04 0.01
0.20 0.07 0.32
-0.23 -0.01 -0.14
0.15 -0.01 -0.03
-0.03 -0.17 -0.07
0.00 -0.04 0.15
-0.12 0.13 -0.03
-0.10 -0.12 -0.06
0.11 -0.05 -0.14
-0.11 0.02 -0.12
0.04 -0.09 0.03

=====

3.
The following is a quantum chemistry calculation of C25H26BrN5O2RbSSe as an isolated structure, from OMol25.

Properties
Kohn-Sham gap = 5.4386 eV
spin multiplicity = 1
HOMO = -0.1351 hartree
charge = -1

Geometry (Å):
Rb: -1.98147 0.99036 0.78490
Br: 1.98751 -2.19126 1.97161
C: 1.56914 -0.71695 3.13048
C: 2.68295 -0.32235 3.97532
C: 2.44627 0.68068 4.85062
C: 1.17055 1.24221 4.96828
C: 0.14060 0.81879 4.06073
N: 0.40001 -0.14110 3.13449
C: -1.23745 1.39251 4.26205
O: -1.36315 2.28581 5.15982
O: -2.17814 0.86052 3.56141
H: 3.67001 -0.76909 3.83356
H: 3.22714 0.97260 5.57933
H: 0.81197 1.95565 5.70202
N: -2.79668 -2.03126 2.97440
C: -1.82933 -3.04359 2.51832
C: -2.33456 -3.93137 1.34361
C: -2.84853 -3.38786 0.01899
N: -3.00247 -1.95618 -0.01833
H: -2.36642 -1.18550 3.37488
H: -3.42855 -2.39567 3.65519
H: -1.71244 -3.80964 3.34384
H: -0.87144 -2.57144 2.33329
H: -3.20925 -4.50130 1.69820
H: -1.50886 -4.66887 1.16657
H: -3.75870 -3.93677 -0.24564
H: -2.11380 -3.64615 -0.74990
H: -3.43218 -1.68958 0.89092
H: -3.67303 -1.70377 -0.75896
S: 3.96987 0.15653 -3.41202
C: 2.61344 0.39974 -2.35268
C: 1.43526 -0.31037 -2.45024
C: 0.39728 0.00121 -1.59271
N: 0.46852 0.96059 -0.66424
C: 1.62212 1.61727 -0.54151
C: 2.71268 1.37156 -1.33156
C: 4.80605 -1.16162 -2.58794
C: 4.58264 -2.47092 -2.98450
C: 5.29553 -3.46061 -2.38040
N: 6.17534 -3.22632 -1.38890
C: 6.39797 -1.94204 -1.04896
C: 5.74051 -0.86984 -1.62797
H: 1.39892 -1.13703 -3.16791
H: -0.56259 -0.50398 -1.69470
H: 1.61716 2.47258 0.11955
H: 3.66340 1.95942 -1.24282
H: 3.85851 -2.65831 -3.77185
H: 5.18542 -4.46947 -2.71004
H: 7.15929 -1.78006 -0.30918
H: 5.92347 0.12778 -1.24913
Se: -3.26118 1.27010 -2.47309
C: -3.61064 3.09179 -2.84547
C: -2.87990 3.78273 -3.88114
C: -3.21832 5.07069 -4.23258
C: -4.23702 5.76879 -3.51689
C: -4.92571 5.13034 -2.47962
C: -4.67973 3.75844 -2.19666
H: -2.08345 3.23055 -4.34718
H: -2.68475 5.62928 -5.03765
H: -4.46987 6.74870 -3.80863
H: -5.60034 5.68128 -1.83098
H: -5.26957 3.16183 -1.48042

Force components x, y, z for each atom (eV/Å):
-0.37 -0.16 0.11
-0.38 0.23 -0.17
1.84 1.04 1.32
-1.06 -1.16 -2.19
-0.16 1.07 1.96
-1.57 -0.76 -1.53
2.75 -0.03 1.18
-0.31 -0.27 0.11
-2.70 0.67 0.65
0.56 -1.55 -1.73
1.54 0.82 0.80
-0.49 0.00 0.17
-0.40 -0.05 -0.64
0.48 0.04 -0.01
0.54 0.56 -0.62
-1.06 -0.93 0.84
0.10 -0.74 0.72
1.06 -0.26 -0.89
-1.17 1.08 0.62
-0.10 -0.32 -0.35
-0.35 -0.29 0.35
0.46 0.72 -0.69
0.04 0.02 -0.19
0.53 -0.04 0.53
-0.73 0.44 0.06
-0.09 0.06 0.02
-0.06 -0.07 -0.18
0.29 -0.04 -0.74
0.52 0.06 0.42
0.40 0.20 -1.09
-0.37 0.82 1.79
0.56 -0.63 -0.50
-0.58 0.16 0.32
0.27 -0.36 -0.39
-0.53 0.36 -0.16
1.45 0.10 -1.08
-0.31 0.30 -0.36
-0.52 0.77 -0.54
0.84 0.10 1.04
0.15 0.55 -0.36
-0.29 -1.14 -0.42
0.24 -0.31 0.75
-0.40 0.45 0.19
0.13 0.04 0.12
0.11 -0.14 0.42
-1.12 -0.57 0.00
0.16 -0.12 0.10
-0.07 -0.67 0.06
0.15 0.02 0.37
-0.02 0.05 -0.32
0.21 -0.30 0.15
-0.46 0.72 -0.73
-0.94 -0.46 1.27
-0.44 1.08 0.17
0.73 -2.00 0.21
0.57 -0.95 -0.10
0.79 0.50 -0.47
0.18 0.01 -0.25
-0.41 -0.66 0.64
-0.26 1.30 -0.15
-0.25 -0.01 -0.34
0.34 0.66 -0.27

=====

Calculated electronic energy in order - -8159.1152, -307.6533, -6790.3223 a.u.